# 1
Formula: C18H22N4O3
Source: OMol25
Level of theory: ωB97M-V/def2-TZVPD

Output
**HOMO level**: -8.56 eV
**Charge**: 0
**Energy above the lowest of the compared OMol25 structures with the same formula, charge and spin**: 94.0 kJ/mol
**HOMO-LUMO gap**: 9.20 eV

Each line ends with the Löwdin charge.
Geometry (Å):
O 0.05563 2.71326 -1.89842  0.061
C 0.74030 1.81363 -2.35216  -0.397
C 0.43322 1.16943 -3.71798  -0.225
C -0.84532 1.76167 -4.33470  -0.110
C -1.70570 0.53503 -4.64034  -0.141
C -1.16994 -0.47234 -3.62713  -0.190
O 0.22338 -0.23377 -3.57641  -0.118
N 1.81422 1.33494 -1.69333  -0.048
C 2.62102 0.19738 -2.05950  -0.114
C 2.21445 -1.01294 -1.18905  -0.139
N 1.65854 -0.61496 0.09527  -0.177
C 0.20844 -0.54167 0.16806  -0.096
C -0.24598 -0.78005 1.58412  -0.298
N -1.34281 -0.26820 2.00278  0.163
C -1.72918 -0.54009 3.29341  -0.213
C -2.92832 0.00310 3.76619  -0.016
C -3.33882 -0.24904 5.05519  -0.075
C -2.57024 -1.04375 5.90486  -0.079
C -1.38672 -1.58580 5.45806  -0.012
C -0.95453 -1.34246 4.15330  -0.076
C 0.30122 -1.90817 3.66567  -0.404
O 1.07556 -2.60026 4.29160  0.076
N 0.56101 -1.57140 2.34316  0.197
C 2.31019 0.58587 0.58467  -0.143
C 2.08410 1.80040 -0.34377  -0.104
H 1.30448 1.30764 -4.37054  0.155
H -1.32256 2.40356 -3.59254  0.110
H -0.62875 2.35382 -5.22041  0.117
H -1.51919 0.17674 -5.65352  0.113
H -2.76914 0.72208 -4.51756  0.113
H -1.62216 -0.30158 -2.63934  0.124
H -1.31186 -1.51454 -3.91604  0.125
H 3.66782 0.46495 -1.87654  0.128
H 2.49902 -0.04808 -3.11038  0.114
H 1.48018 -1.61388 -1.72497  0.111
H 3.09823 -1.63326 -0.99872  0.119
H -0.22458 0.40705 -0.17167  0.126
H -0.21357 -1.33886 -0.45184  0.135
H -3.51019 0.61630 3.09669  0.110
H -4.26610 0.17258 5.41487  0.103
H -2.90614 -1.23180 6.91348  0.102
H -0.77001 -2.20420 6.09281  0.119
H 1.42124 -1.90383 1.91788  0.157
H 1.93623 0.81186 1.58484  0.124
H 3.37762 0.36190 0.66383  0.123
H 2.96963 2.44590 -0.34750  0.129
H 1.22606 2.39584 -0.02639  0.118

Forces on atoms 1 to 6 (eV/Å):
O -0.2 0.2 0.0
C -0.1 -0.1 -0.3
C 0.0 0.4 -0.1
C 0.0 0.0 0.1
C 0.2 -0.2 0.1
C -0.5 0.0 -0.1



# 2
Formula: C18H22N4O4S
Source: OMol25
Level of theory: ωB97M-V/def2-TZVPD

Output
**HOMO level**: -8.12 eV
**Charge**: 0
**Energy above the lowest of the compared OMol25 structures with the same formula, charge and spin**: 0.0 kJ/mol
**HOMO-LUMO gap**: 8.64 eV

Each line ends with the Löwdin charge.
Geometry (Å):
C -2.49048 -3.21835 1.54204  -0.155
C -1.20789 -2.61296 1.01154  -0.484
S -0.99641 -0.92416 1.68345  1.031
C 0.57656 -0.58774 1.06325  -0.581
N 1.38767 -1.51186 0.56640  0.156
C 2.51341 -0.84374 0.24789  -0.215
C 2.39152 0.50840 0.55179  -0.067
C 3.45608 1.42769 0.32056  -0.380
O 3.48977 2.63015 0.52798  0.063
N 4.55413 0.76713 -0.22053  0.213
C 4.72534 -0.56965 -0.53835  -0.470
O 5.76209 -0.97845 -1.00542  0.082
N 3.64056 -1.38225 -0.28887  0.010
C 3.70643 -2.79781 -0.57667  -0.002
N 1.12120 0.64952 1.08496  -0.009
C 0.49372 1.88940 1.45065  -0.048
C 0.40137 2.85090 0.23463  -0.338
O 1.09482 4.04243 0.45569  -0.024
C -1.05833 3.25280 -0.06456  -0.123
O -2.01274 2.24127 0.12774  -0.056
C -2.12848 1.20661 -0.75922  -0.243
C -1.30719 0.99456 -1.85665  -0.014
C -1.49336 -0.11788 -2.66307  -0.082
C -2.50370 -1.01726 -2.38878  -0.099
C -3.34573 -0.78756 -1.31131  -0.063
C -3.17856 0.31217 -0.49022  -0.241
C -4.08232 0.57312 0.67328  -0.042
H -2.46230 -3.28956 2.62673  0.071
H -2.61986 -4.21615 1.12937  0.078
H -3.34347 -2.60796 1.25675  0.056
H -1.22975 -2.51052 -0.07271  0.068
H -0.32793 -3.17931 1.30965  0.069
H 5.36389 1.34723 -0.41232  0.171
H 2.91827 -3.06590 -1.27960  0.096
H 4.68477 -3.00355 -1.00590  0.090
H 3.56913 -3.36725 0.34230  0.097
H -0.50226 1.66146 1.83728  0.105
H 1.08116 2.37934 2.23288  0.149
H 0.82828 2.32375 -0.63366  0.136
H 2.04338 3.82431 0.53793  0.067
H -1.32683 4.03605 0.64952  0.143
H -1.11417 3.67304 -1.07530  0.140
H -0.52299 1.69207 -2.10415  0.104
H -0.83972 -0.27265 -3.50874  0.104
H -2.64591 -1.88646 -3.01317  0.101
H -4.15287 -1.47707 -1.10781  0.111
H -4.46109 1.59216 0.62859  0.086
H -3.53032 0.47128 1.60684  0.059
H -4.91889 -0.12076 0.67736  0.080

Forces on atoms 1 to 6 (eV/Å):
C 0.1 0.2 0.0
C 0.2 0.3 0.0
S -0.4 -0.3 0.3
C 0.2 0.2 0.0
N 0.3 -0.3 -0.2
C -0.5 1.2 0.4



# 3
Formula: C18H22N4O4S
Source: OMol25
Level of theory: ωB97M-V/def2-TZVPD

Output
**HOMO level**: -8.57 eV
**Charge**: 0
**Energy above the lowest of the compared OMol25 structures with the same formula, charge and spin**: 1910.6 kJ/mol
**HOMO-LUMO gap**: 8.64 eV

Each line ends with the Löwdin charge.
Geometry (Å):
C 6.88130 0.49769 1.68498  -0.105
O 6.01674 1.15236 0.72600  -0.143
C 4.87019 0.26249 0.32345  -0.075
C 4.63960 -1.21248 0.55921  -0.036
C 3.45051 -1.80805 0.30063  -0.127
C 2.49350 -1.23111 -0.42127  -0.058
C 1.28159 -1.69858 -1.22658  -0.472
O 0.89063 -1.68500 -2.29608  0.170
N 0.94030 -2.74232 -0.31493  0.139
C -0.42941 -3.44667 -0.54174  -0.090
C -1.42373 -2.81543 0.03526  -0.255
N -1.35761 -1.76404 0.93190  0.058
N -2.44973 -1.13930 1.08172  -0.029
C -3.42179 -1.89195 0.54804  -0.455
S -5.22157 -1.68999 0.52011  1.013
C -5.31639 -0.13962 1.39905  -0.354
C -4.88160 0.99234 0.47501  -0.581
O -5.80768 1.39190 -0.12647  0.082
N -3.62233 1.43978 0.46822  0.031
C -3.03450 2.18911 -0.35143  -0.475
C -2.42779 1.60330 -1.66877  -0.080
C -1.01928 1.12483 -1.20678  -0.121
C -0.60436 2.58008 -0.68612  -0.050
C -2.01736 3.10563 0.34419  -0.001
O -2.81035 -2.86735 -0.41973  0.029
C 2.78084 0.24218 -1.08865  0.042
C 3.83948 0.94038 -0.59343  -0.021
H 6.54998 0.16673 2.54890  0.013
H 7.46701 -0.49598 1.16291  0.151
H 7.58155 1.38169 1.68079  0.108
H 5.39965 -1.65702 1.39205  0.142
H 3.54229 -2.82309 0.51122  0.105
H 1.16538 -2.84848 0.49496  -0.016
H -0.53817 -3.50167 -1.72736  0.202
H -0.49164 -4.40241 -0.42732  0.074
H -6.43141 -0.17928 1.77354  0.153
H -4.69169 -0.16772 1.98973  -0.082
H -3.09567 0.60955 1.07746  0.184
H -3.97564 2.84849 -0.70637  0.196
H -3.01014 0.55115 -1.98292  0.172
H -2.42849 2.17732 -2.47690  0.057
H -0.38164 0.93254 -2.01699  0.083
H -0.90051 0.64219 -0.42143  -0.001
H -0.40268 3.33862 -1.01088  -0.080
H 0.21312 2.52555 0.16053  0.125
H -1.75388 2.59582 1.45388  0.152
H -2.19592 4.12714 0.46528  0.056
H 2.03542 0.89211 -1.61082  0.109
H 4.10386 1.89653 -0.78605  0.062

Forces on atoms 1 to 6 (eV/Å):
C 4.7 1.1 -7.2
O -4.0 -4.4 -0.2
C -1.4 -0.8 -1.7
C 5.4 5.9 3.8
C 0.1 -0.6 -0.8
C -0.8 7.8 -6.7



# 4
Formula: C18H22N4O5
Source: OMol25
Level of theory: ωB97M-V/def2-TZVPD

Output
**HOMO level**: -7.99 eV
**Charge**: 0
**Energy above the lowest of the compared OMol25 structures with the same formula, charge and spin**: 414.3 kJ/mol
**HOMO-LUMO gap**: 8.77 eV

Each line ends with the Löwdin charge.
Geometry (Å):
C 2.42574 3.53964 0.62136  -0.082
O 3.04682 2.29603 0.41930  -0.063
C 2.26223 1.18385 0.35013  -0.186
C 0.88537 1.17747 0.50390  0.017
C 0.16431 -0.01126 0.44069  -0.160
C -1.32994 0.04796 0.64004  -0.141
C -2.06160 -1.22570 0.32624  -0.072
C -2.99565 -1.81303 1.12362  -0.230
C -3.46221 -1.41673 2.47594  0.002
N -3.58700 -2.86096 0.45888  0.045
N -2.87074 -3.03841 -0.71999  0.090
C -2.02354 -1.95812 -0.92667  -0.438
O -1.42579 -1.77170 -1.97264  0.035
C -1.98497 1.15381 -0.13890  -0.070
C -1.72541 1.63923 -1.38220  -0.223
C -0.70073 1.24160 -2.37591  0.012
N -2.58066 2.68889 -1.64942  0.045
N -3.52855 2.70621 -0.62917  0.087
C -3.13867 1.85634 0.39000  -0.438
O -3.70625 1.76095 1.46571  0.030
C 0.83720 -1.19911 0.23777  0.063
C 2.21692 -1.21275 0.05848  -0.197
O 2.82556 -2.43598 -0.11958  -0.092
C 3.52972 -2.59199 -1.33885  -0.064
C 2.94217 -0.02350 0.11544  -0.147
O 4.31554 0.01012 -0.06014  -0.102
C 5.04391 -0.46844 1.05298  -0.065
H 1.89820 3.57727 1.58046  0.097
H 1.72477 3.77764 -0.18579  0.095
H 3.23136 4.27241 0.62531  0.094
H 0.34890 2.09513 0.68651  0.118
H -1.51992 0.27213 1.69816  0.157
H -3.74119 -0.36261 2.46537  0.071
H -4.32254 -2.01046 2.77313  0.081
H -2.66791 -1.54976 3.20932  0.094
H -3.87318 -3.69739 0.95198  0.153
H -3.30195 -3.54337 -1.47961  0.156
H -0.91180 1.68611 -3.34555  0.083
H 0.29175 1.55041 -2.05205  0.083
H -0.69608 0.15473 -2.46046  0.069
H -2.93130 2.82620 -2.58980  0.151
H -4.08813 3.53346 -0.49180  0.156
H 0.31631 -2.14085 0.19644  0.127
H 2.83582 -2.55948 -2.18555  0.098
H 3.99777 -3.57393 -1.28855  0.092
H 4.29391 -1.82333 -1.47162  0.086
H 6.09362 -0.42900 0.76654  0.093
H 4.76736 -1.49799 1.30151  0.092
H 4.88048 0.16828 1.92904  0.098

Forces on atoms 1 to 6 (eV/Å):
C -0.1 0.2 0.1
O 0.1 -0.5 -0.1
C 0.1 -0.1 0.0
C 0.2 0.2 0.1
C 0.3 -0.1 0.1
C -0.4 -0.1 -0.2



# 5
Formula: C18H22N4OS
Source: OMol25
Level of theory: ωB97M-V/def2-TZVPD

Output
**HOMO level**: -7.65 eV
**Charge**: 0
**Energy above the lowest of the compared OMol25 structures with the same formula, charge and spin**: 1379.8 kJ/mol
**HOMO-LUMO gap**: 8.26 eV

Each line ends with the Löwdin charge.
Geometry (Å):
C 2.64805 3.82222 0.27810  -0.152
O 2.04992 2.74487 -0.16991  -0.085
C 2.62290 1.43143 -0.17016  -0.113
C 3.92017 1.11636 0.05251  -0.075
C 4.42422 -0.05186 0.20447  -0.081
C 3.66956 -1.19645 -0.10009  -0.261
C 4.36445 -2.38607 -0.32565  -0.056
C 2.40439 -0.87842 -0.74506  0.060
C 1.76018 0.36810 -0.64323  -0.234
N 0.52942 0.52566 -0.92491  0.046
C -0.56781 -0.11013 -1.19019  -0.926
S -1.48439 0.29066 -2.41975  0.768
N -0.72170 -1.35898 -0.58871  -0.032
C -1.66865 -2.56700 -0.89054  -0.039
C -2.73832 -2.37917 0.24420  -0.075
N -2.70547 -1.14541 1.21357  -0.022
C -3.11549 -0.10998 0.60915  -0.358
C -4.33618 0.15763 -0.19827  -0.033
C -4.74567 1.27081 -0.88549  -0.044
C -4.15847 2.50038 -0.21064  -0.100
C -2.98863 2.44821 0.51364  -0.115
N -2.65525 1.13357 1.09206  0.080
C -1.36745 -1.21288 1.79981  -0.188
C -0.29617 -1.56512 1.01690  -0.074
H 3.12697 3.77280 1.21706  0.095
H 3.32594 4.06053 -0.56565  0.118
H 2.03444 4.57068 0.09350  0.051
H 4.44174 1.99314 0.54951  0.145
H 5.41775 -0.11508 0.46563  0.098
H 3.83892 -2.95667 0.51214  0.128
H 4.27648 -2.95880 -1.15452  0.062
H 5.31682 -2.30174 0.05696  0.062
H 1.85630 -1.72455 -0.71364  0.070
H 0.35266 1.51174 -1.44496  0.193
H -2.12888 -1.99296 -1.68238  0.055
H -1.29955 -3.45458 -0.88883  0.053
H -2.48757 -3.12000 1.11264  0.142
H -3.75482 -2.64775 -0.03690  0.104
H -4.66032 -0.73613 -0.66732  0.073
H -5.57324 1.35485 -1.33436  0.019
H -4.47707 3.58783 -0.90620  0.162
H -2.51572 3.23835 0.97360  0.058
H -1.40403 -1.47734 2.67646  0.045
H -1.26550 -0.00817 1.94789  0.171
H 0.71105 -0.97746 1.16093  0.156
H 0.02405 -2.46716 1.06667  0.048

Forces on atoms 1 to 6 (eV/Å):
C 4.9 0.0 -1.9
O -2.7 -6.8 -0.7
C -3.0 0.7 -2.0
C -1.0 8.1 2.5
C 0.1 -5.6 -0.2
C -1.4 6.4 -3.9



Question: What is the HOMO level in the first record?
Answer: -8.56 eV



Question: Look up the energy above the lowest of the compared OMol25 structures with the same formula, charge and spin of the third one.
Answer: 1910.6 kJ/mol